No. 1
{"formula": "C6H12O", "method": "the ωB97M-V functional and the def2-TZVPD basis", "max_force_ev_per_a": 3.20, "homo_ev": [-0.05, -2.12], "charge": -1, "spin_multiplicity": 2, "homo_lumo_gap_ev": [3.726, 5.762], "species": ["C", "C", "C", "C", "C", "C", "H", "H", "H", "H", "H", "H", "H", "H", "H", "H", "H", "H", "O"], "positions_angstrom": [[1.591, -0.512, -1.293], [0.816, -1.636, -1.609], [0.008, 0.581, 0.276], [1.168, 0.583, -0.467], [2.149, 1.778, -0.418], [-0.232, 1.385, 1.510], [2.557, -0.531, -1.813], [-0.229, -1.365, -1.474], [0.921, -2.691, -1.798], [-0.741, -0.151, -0.011], [2.831, 1.494, 0.430], [1.728, 2.657, 0.077], [2.781, 1.913, -1.292], [0.057, 2.420, 1.403], [0.145, 0.985, 2.462], [-1.309, 1.259, 1.703], [-4.098, -1.038, 1.378], [-3.608, -2.252, 0.641], [-4.255, -1.964, 1.283]], "forces_ev_per_a": [[0.38, -0.84, -0.60], [-1.88, 1.22, 0.49], [0.15, -0.07, -0.33], [1.07, 0.08, -1.42], [0.31, -1.58, 2.76], [-1.27, -0.82, -0.11], [0.29, 0.67, 0.61], [-0.42, -0.64, 0.19], [1.03, 0.04, -0.33], [0.12, -0.18, 0.50], [0.22, 0.12, -0.71], [-0.28, 0.38, -1.02], [-0.38, 0.29, -0.14], [-0.08, 0.51, 0.25], [0.77, -0.02, -0.09], [-0.09, 0.82, -0.03], [0.23, 0.94, 0.10], [0.30, -0.09, -0.19], [-0.46, -0.84, 0.08]]}


No. 2
{"formula": "InO8PS", "method": "the ωB97M-V functional and the def2-TZVPD basis", "max_force_ev_per_a": 5.59, "homo_ev": [2.59, 2.65], "charge": -3, "spin_multiplicity": 2, "homo_lumo_gap_ev": [4.130, 4.077], "species": ["In", "P", "O", "O", "O", "O", "S", "O", "O", "O", "O"], "positions_angstrom": [[4.347, -26.737, -11.874], [4.610, -29.609, -9.880], [5.831, -29.729, -8.869], [3.768, -28.251, -9.609], [3.637, -30.778, -9.772], [5.208, -29.536, -11.317], [1.075, -28.032, -12.096], [0.169, -28.709, -11.178], [0.519, -27.891, -13.378], [1.493, -26.750, -11.513], [2.338, -28.750, -12.175]], "forces_ev_per_a": [[-2.11, -2.74, 1.27], [0.90, 1.23, 0.17], [-1.58, 0.42, -0.81], [1.83, -0.99, -0.40], [0.06, -0.08, 0.32], [0.01, 0.73, 0.30], [1.95, -1.09, 3.79], [-1.40, -0.48, 0.59], [-2.56, 0.97, -4.87], [0.31, 3.46, 0.61], [2.59, -1.43, -0.97]]}


No. 3
{"formula": "C3H6N4O2", "method": "the ωB97M-V functional and the def2-TZVPD basis", "max_force_ev_per_a": 3.20, "homo_ev": [-19.15, -19.14], "charge": 2, "homo_lumo_gap_ev": [8.596, 8.565], "species": ["C", "C", "C", "N", "N", "N", "N", "O", "O", "H", "H", "H", "H", "H", "H"], "positions_angstrom": [[2.851, 0.210, -0.268], [1.032, 1.148, 0.195], [-0.438, -0.782, 0.150], [2.062, -0.746, -0.135], [0.796, -0.181, 0.038], [-2.108, 0.823, 0.490], [-0.637, -2.026, 0.146], [2.248, 1.417, -0.045], [-2.381, 1.689, -0.462], [3.924, 0.115, -0.208], [0.289, 1.924, 0.059], [-2.875, -0.017, 0.547], [0.009, -2.834, 0.236], [-1.548, -2.326, 0.158], [-3.224, 1.586, -0.899]], "forces_ev_per_a": [[1.68, 0.13, 1.34], [-2.26, -0.53, -2.20], [-1.56, 1.92, -0.55], [-1.81, -2.57, -0.58], [2.19, 1.77, 1.10], [-1.28, -1.23, -0.75], [2.86, -1.03, 0.36], [0.52, 0.55, 0.24], [1.65, -1.14, 2.12], [0.19, 0.34, -0.62], [-0.10, 0.12, 0.93], [1.63, 2.33, -0.37], [0.30, 0.84, -0.29], [-2.86, -0.85, 0.05], [-1.15, -0.64, -0.80]]}


No. 4
{"formula": "C2HNO3", "method": "the ωB97M-V functional and the def2-TZVPD basis", "max_force_ev_per_a": 7.11, "homo_ev": -11.25, "homo_lumo_gap_ev": 11.667, "species": ["C", "C", "N", "O", "O", "O", "H"], "positions_angstrom": [[0.790, 0.791, -0.505], [-1.886, -0.588, -0.151], [1.281, 0.315, 0.656], [-1.223, -1.472, -0.130], [-2.535, 0.344, -0.210], [1.974, 1.218, -0.185], [1.599, -0.608, 0.526]], "forces_ev_per_a": [[-0.71, 0.78, -1.45], [-2.35, 3.66, -0.38], [-1.56, -0.74, 3.30], [4.08, -5.81, 0.34], [-1.76, 2.13, 0.05], [1.50, 1.63, -1.67], [0.81, -1.65, -0.18]]}


No. 5
{"formula": "C3H8N5", "method": "the ωB97M-V functional and the def2-TZVPD basis", "max_force_ev_per_a": 5.03, "homo_ev": -13.81, "charge": 1, "homo_lumo_gap_ev": 9.716, "species": ["C", "C", "C", "N", "N", "N", "N", "N", "H", "H", "H", "H", "H", "H", "H", "H"], "positions_angstrom": [[-1.428, 1.152, 0.153], [-1.305, -1.170, -0.026], [0.932, 0.146, -0.026], [-0.193, 1.341, 0.204], [-2.091, -0.073, -0.112], [0.001, -1.078, 0.173], [1.816, 0.202, 1.046], [1.443, 0.073, -1.347], [-1.913, 2.092, 0.308], [-1.874, -2.192, 0.013], [-3.026, -0.240, -0.407], [0.636, -1.808, 0.432], [1.544, -0.030, 1.957], [2.154, 1.193, 1.005], [0.896, 0.608, -1.991], [2.409, -0.216, -1.383]], "forces_ev_per_a": [[0.16, 0.58, -0.60], [-0.04, -1.33, 0.93], [-4.97, 0.75, 0.11], [3.24, -1.63, -1.00], [2.56, -1.04, 0.12], [-0.57, 0.59, 0.04], [2.06, 1.79, -2.55], [-0.60, 0.30, 2.83], [-1.60, -0.08, 0.10], [1.51, 1.92, -0.25], [-0.84, 0.54, 0.05], [-0.60, -1.42, -0.10], [-1.04, -0.34, 1.21], [0.13, -1.28, 0.48], [0.66, 0.10, -0.70], [-0.06, 0.54, -0.67]]}


No. 6
{"formula": "C17H32MnO7PSTe", "method": "the ωB97M-V functional and the def2-TZVPD basis", "max_force_ev_per_a": 1.29, "homo_ev": [-10.53, -10.62], "charge": 1, "spin_multiplicity": 6, "homo_lumo_gap_ev": [8.644, 8.674], "species": ["Mn", "C", "O", "C", "C", "O", "C", "C", "O", "C", "H", "H", "H", "H", "H", "H", "H", "H", "H", "H", "H", "H", "H", "H", "C", "C", "O", "P", "O", "Te", "O", "C", "C", "H", "H", "H", "H", "H", "H", "H", "H", "H", "H", "C", "S", "O", "C", "C", "C", "C", "C", "C", "H", "H", "H", "H", "H", "H", "H", "H"], "positions_angstrom": [[0.609, -0.931, 0.400], [1.000, 0.577, -2.565], [1.761, -0.148, -1.596], [2.802, 0.639, -1.028], [3.760, -0.302, -0.318], [3.024, -1.262, 0.440], [3.415, -2.623, 0.261], [2.156, -3.466, 0.192], [1.266, -2.957, -0.789], [1.587, -3.297, -2.131], [0.592, 1.491, -2.136], [0.177, -0.066, -2.872], [1.626, 0.817, -3.428], [2.375, 1.374, -0.338], [3.345, 1.173, -1.814], [4.412, 0.266, 0.350], [4.379, -0.813, -1.057], [4.037, -2.945, 1.099], [3.986, -2.729, -0.664], [1.614, -3.400, 1.140], [2.406, -4.511, -0.009], [1.741, -4.374, -2.221], [2.475, -2.769, -2.488], [0.734, -3.006, -2.740], [-3.132, 3.838, 2.586], [-1.705, 3.335, 2.637], [-1.576, 2.284, 1.665], [-0.215, 1.553, 1.294], [-0.436, 0.910, -0.047], [0.567, -0.035, 2.936], [0.874, 2.716, 1.078], [1.629, 3.296, 2.163], [3.103, 2.978, 2.018], [-3.239, 4.716, 3.221], [-3.823, 3.069, 2.928], [-3.385, 4.114, 1.562], [-1.459, 2.944, 3.628], [-1.009, 4.140, 2.395], [1.270, 2.920, 3.123], [1.462, 4.372, 2.118], [3.267, 1.903, 2.105], [3.653, 3.479, 2.815], [3.483, 3.326, 1.057], [-3.206, -3.769, 0.265], [-1.848, -2.906, -0.553], [-1.000, -2.386, 0.592], [-2.748, -1.474, -1.156], [-3.266, -0.570, -0.240], [-3.905, 0.566, -0.703], [-4.009, 0.794, -2.070], [-3.477, -0.109, -2.978], [-2.841, -1.254, -2.521], [-3.713, -3.091, 0.947], [-2.777, -4.606, 0.814], [-3.884, -4.127, -0.509], [-3.137, -0.734, 0.824], [-4.309, 1.276, 0.005], [-4.504, 1.688, -2.428], [-3.553, 0.079, -4.041], [-2.429, -1.974, -3.220]], "forces_ev_per_a": [[0.00, -0.72, -1.08], [-0.01, 0.08, -0.07], [-0.09, -0.06, 0.13], [0.04, -0.08, 0.17], [0.00, 0.12, -0.11], [-0.24, -0.02, -0.14], [-0.05, -0.11, 0.03], [0.11, 0.21, 0.05], [-0.11, -0.04, 0.09], [0.07, 0.10, -0.05], [0.00, -0.02, 0.03], [0.00, 0.00, -0.01], [0.02, -0.06, 0.01], [-0.03, 0.03, -0.05], [0.01, 0.04, 0.02], [0.04, 0.01, -0.02], [0.00, -0.06, 0.03], [0.04, -0.02, -0.02], [0.04, 0.04, 0.02], [0.00, -0.12, 0.00], [-0.02, -0.04, 0.05], [-0.01, 0.00, 0.02], [-0.01, 0.02, 0.02], [0.03, 0.01, -0.02], [0.13, -0.12, -0.04], [-0.10, 0.16, 0.18], [0.15, -0.23, -0.11], [-0.04, 0.97, 0.42], [0.30, -0.68, 0.11], [-0.19, 0.46, 0.17], [-0.26, -0.26, 0.16], [0.29, 0.07, 0.12], [-0.19, -0.01, -0.08], [-0.01, -0.02, 0.02], [-0.01, 0.01, -0.01], [-0.03, 0.04, 0.02], [0.03, -0.04, -0.02], [0.04, -0.05, -0.06], [-0.08, 0.03, -0.06], [-0.07, -0.01, 0.00], [0.01, -0.01, 0.02], [0.05, -0.02, -0.03], [0.01, 0.02, 0.02], [0.28, 0.10, -0.07], [-0.58, 0.12, -0.20], [0.20, 0.38, 0.22], [0.13, -0.22, 0.14], [0.01, 0.06, 0.08], [0.03, -0.05, 0.03], [-0.02, 0.04, 0.00], [-0.03, 0.03, -0.04], [0.07, -0.15, -0.04], [0.02, 0.06, -0.01], [0.03, -0.01, -0.06], [0.00, 0.01, 0.00], [0.00, 0.00, -0.01], [0.01, 0.03, -0.02], [0.01, -0.01, -0.01], [-0.01, -0.02, 0.01], [0.01, 0.03, 0.01]]}